## one
60
Properties=species:S:1:pos:R:3:mulliken_charge:R:1 method="wB97M-V/def2-TZVPD" lumo_energy_ev=0.5 multiplicity=1 orbital_gap_ev=9.417 homo_ev=-9.0
O 4.2549 1.6986 -0.3104 -0.64
H 3.3505 1.4180 -0.1705 0.33
H 4.2069 2.3026 -1.0514 0.30
O 0.6692 0.2348 -0.1418 -0.65
H -0.1526 0.0711 0.3208 0.33
H 0.4016 0.4766 -1.0284 0.31
O 2.7204 0.2045 -3.6311 -0.62
H 3.2971 0.9650 -3.7042 0.30
H 3.2974 -0.5088 -3.3581 0.32
C 6.4280 2.6763 7.3221 -1.34
C 5.0110 2.9719 7.9477 0.23
C 4.0856 1.7840 7.4184 -0.65
O 4.0043 1.6903 6.0229 -0.32
C 3.2139 0.5772 5.4869 -0.71
N 5.1671 3.0219 9.3793 -0.73
H 7.1779 3.4045 7.6311 0.40
H 6.4255 2.7342 6.2336 0.30
H 6.7236 1.7133 7.7383 0.34
H 4.7267 3.9354 7.5247 0.34
H 3.1321 1.9306 7.9257 0.37
H 4.4214 0.8161 7.7906 0.34
H 2.9047 0.7511 4.4563 0.23
H 2.4508 0.3481 6.2307 0.31
H 3.8527 -0.3059 5.4732 0.29
H 5.8276 3.7169 9.6968 0.30
H 5.6998 2.1911 9.5939 0.29
C -3.1156 -2.5961 1.5222 -1.60
C -4.0192 -2.0322 0.4963 0.54
C -5.4574 -1.7457 1.0233 -0.88
O -6.2904 -1.1706 0.0450 -0.30
C -6.8062 -1.9398 -1.0534 -0.72
N -3.3109 -0.8307 0.1290 -0.54
H -2.8282 -1.8625 2.2754 0.35
H -2.2391 -2.9885 1.0067 0.33
H -3.4835 -3.4090 2.1483 0.41
H -4.2132 -2.8107 -0.2414 0.20
H -5.2057 -0.9965 1.7740 0.42
H -5.9173 -2.5805 1.5522 0.39
H -7.5640 -2.6874 -0.8189 0.30
H -6.0309 -2.5102 -1.5649 0.28
H -7.2429 -1.3700 -1.8736 0.29
H -3.2005 -1.0578 -0.8489 0.26
H -3.9598 -0.0569 0.1458 0.29
C -2.8876 -1.3614 -6.0058 -1.41
C -1.3762 -1.2218 -5.9425 0.48
C -0.5755 -1.2214 -7.2828 -0.69
O -1.1348 -0.4314 -8.3221 -0.35
C -0.7179 0.9757 -8.6178 -0.57
N -1.0881 -0.0158 -5.1714 -0.69
H -3.3845 -1.1438 -5.0603 0.36
H -3.2220 -2.3735 -6.2335 0.39
H -3.3286 -0.7014 -6.7527 0.27
H -1.1486 -2.1473 -5.4135 0.27
H -0.6555 -2.2321 -7.6831 0.34
H 0.4936 -1.0276 -7.1950 0.38
H -0.9017 1.5634 -7.7184 0.23
H -1.2959 1.3765 -9.4505 0.21
H 0.3459 0.8942 -8.8413 0.27
H -1.4403 0.7430 -5.7373 0.22
H -0.0954 0.1504 -5.0864 0.26


## two
60
Properties=species:S:1:pos:R:3:mulliken_charge:R:1 method="wB97M-V/def2-TZVPD" lumo_energy_ev=0.7 multiplicity=1 orbital_gap_ev=10.161 homo_ev=-9.5
C -1.5310 -0.8899 -3.9420 -1.64
C -1.0885 -0.4069 -2.6128 0.18
C -2.1701 -0.1873 -1.6214 0.19
O -2.9804 0.8353 -2.0593 -0.41
C -3.9692 1.2011 -1.1090 -0.64
N -0.0544 -1.3500 -2.0725 -0.34
H -1.8802 -1.9469 -3.8805 0.28
H -0.6852 -0.7107 -4.6449 0.43
H -2.3592 -0.3036 -4.3025 0.42
H -0.5518 0.4848 -2.7566 0.12
H -1.6218 0.0602 -0.7155 -0.18
H -2.8800 -1.0739 -1.4858 0.38
H -3.4839 1.7261 -0.2652 0.15
H -4.5974 0.4224 -0.7468 0.33
H -4.5805 1.9068 -1.6972 0.27
H -0.4706 -2.2333 -1.8112 0.17
H 0.5063 -1.6039 -2.9063 0.30
C 1.3116 -1.7549 3.1624 -1.23
C 0.2123 -2.4315 2.3500 0.04
C -0.8690 -1.4199 1.9087 0.27
O -1.2358 -0.6653 3.0678 -0.40
C -2.2426 0.3081 2.7626 -0.51
N 0.7054 -3.1838 1.2094 -0.42
H 1.5129 -0.7474 2.6789 0.01
H 2.1678 -2.3789 3.1104 0.45
H 1.0314 -1.5698 4.1717 0.41
H -0.2320 -3.1934 2.9857 0.49
H -1.7443 -1.9552 1.5193 0.34
H -0.4921 -0.7492 1.1519 -0.40
H -3.1502 -0.2181 2.5435 0.36
H -2.0035 0.9635 1.9262 -0.01
H -2.4012 0.8802 3.6672 0.31
H 1.3750 -2.6033 0.6708 0.20
H 1.2762 -3.9745 1.4948 0.29
C 3.0615 3.3597 1.3230 -1.63
C 2.3816 2.3473 0.4524 1.18
C 0.9895 2.7237 -0.0900 0.03
O 0.0940 2.8352 0.9643 -0.28
C -1.0227 3.6278 0.5990 -0.86
N 3.3679 1.8544 -0.6470 -0.68
H 3.8397 2.8838 1.9203 0.40
H 2.5083 3.8834 2.1084 0.37
H 3.5252 4.1564 0.7370 0.35
H 2.1957 1.4346 1.0439 -0.58
H 0.6263 1.8985 -0.7153 -0.24
H 1.0265 3.6038 -0.7787 0.44
H -1.3983 3.3658 -0.3788 0.36
H -0.7651 4.6986 0.6542 0.33
H -1.7847 3.3885 1.3595 0.25
H 3.5244 2.7046 -1.2027 0.29
H 4.2562 1.7533 -0.1752 0.26
O -0.7902 -4.0849 -1.1579 -0.69
H -1.4738 -4.7580 -1.2632 0.29
H -0.4874 -4.1244 -0.2278 0.37
O 3.8072 -2.2317 -1.6496 -0.64
H 3.0399 -2.7314 -2.0222 0.32
H 3.4079 -1.8514 -0.8466 0.36
O 1.8625 -0.8719 -0.2270 -1.06
H 2.2891 -0.1442 -0.6753 0.49
H 1.0948 -0.9586 -0.8564 0.40


It is two that is the most stable of them.


## one
21
Properties=species:S:1:pos:R:3:mulliken_charge:R:1 method="wB97M-V/def2-TZVPD" s2=0.77 lumo_energy_ev="-3.7 / -8.4" multiplicity=2 total_charge=+1 orbital_gap_ev="11.633 / 6.882" homo_ev="-15.3 / -15.3"
C 0.4903 1.9691 1.1883 -1.14
C -0.3373 0.7811 1.4008 0.72
N -0.6859 0.0671 0.2554 0.35
C -0.5077 0.7405 -1.1095 0.01
C -0.1094 -0.1564 -2.3159 -1.12
C -1.0495 -1.3412 0.2916 -0.96
O -0.7797 0.2796 2.4329 -0.45
H 1.1035 2.0148 2.1749 0.37
H 1.2295 1.8832 0.3862 0.45
H -0.1073 2.9529 1.1833 0.33
H -1.4197 1.3661 -1.3902 0.27
H 0.3642 1.3862 -0.9408 0.13
H 0.5305 -0.8520 -1.7429 0.27
H -0.8576 -0.7964 -2.7539 0.33
H 0.4444 0.2968 -3.1097 0.34
H -1.2289 -1.7831 -0.6899 0.37
H -2.0728 -1.3479 0.7480 0.32
H -0.3942 -2.0000 0.9114 0.37
H 1.6622 -1.9443 0.2626 0.34
H 1.5063 -1.6582 1.7789 0.33
O 2.2192 -1.8580 1.0383 -0.61


## two
21
Properties=species:S:1:pos:R:3:mulliken_charge:R:1 method="wB97M-V/def2-TZVPD" s2=0.76 lumo_energy_ev="-3.3 / -8.3" multiplicity=2 total_charge=+1 orbital_gap_ev="12.008 / 6.991" homo_ev="-15.3 / -15.3"
C 0.1487 -2.0575 -1.1999 -1.25
C 1.0292 -1.2269 -0.3006 0.68
N 0.6225 0.1687 -0.1813 0.30
C -0.2136 0.8931 -1.1241 -0.09
C -1.0477 2.0107 -0.5078 -1.43
C 1.1740 0.8399 0.9715 -0.86
O 1.9291 -1.6589 0.3470 -0.40
H 0.1783 -3.1346 -1.1672 0.37
H -0.8933 -1.7642 -1.1470 0.36
H 0.4871 -1.7856 -2.2108 0.39
H 0.4315 1.1270 -1.9802 0.35
H -0.9267 0.1868 -1.5058 0.29
H -1.4387 1.7382 0.4700 0.40
H -0.5248 2.9622 -0.5512 0.41
H -1.9680 2.1006 -1.0842 0.38
H 0.7850 1.8515 1.0123 0.37
H 2.2585 0.7638 0.9877 0.32
H 0.8040 0.3517 1.8793 0.39
H -1.0395 -0.4203 2.0653 0.26
H -0.5223 -1.7690 2.6339 0.34
O -1.2732 -1.1772 2.5931 -0.60


## three
21
Properties=species:S:1:pos:R:3:mulliken_charge:R:1 method="wB97M-V/def2-TZVPD" s2=0.77 lumo_energy_ev="-3.9 / -7.6" multiplicity=2 total_charge=+1 orbital_gap_ev="9.793 / 6.031" homo_ev="-13.7 / -13.7"
N 3.8763 -0.7657 -0.1873 -0.30
C 2.7793 -0.2272 0.4446 0.52
C 2.3809 -0.6246 1.7069 -0.67
C -0.4716 0.6923 -1.5003 -1.15
C 0.5647 0.0001 -0.6877 0.18
C 1.7993 0.4415 -0.4321 -0.54
H 4.8102 -0.3694 -0.1628 0.31
H 3.5946 -1.0539 -1.1165 0.34
H 2.9580 -1.2934 2.3303 0.33
H 1.4026 -0.2877 2.0242 0.34
H -0.4928 0.0676 -2.3962 0.31
H -0.3393 1.7661 -1.5926 0.36
H -1.4689 0.6112 -1.0821 0.25
H 0.2735 -0.9434 -0.2381 0.41
H 2.0791 1.4926 -0.5281 0.30
H -6.8143 0.4937 0.1983 0.33
H -5.6177 0.5034 -0.7127 0.31
O -5.9115 0.8270 0.1478 -0.64
H -1.6680 -0.9628 1.8242 0.33
H -2.2578 -0.1665 0.6968 0.30
O -1.4766 -0.2009 1.2633 -0.61


It is two that is the most stable of them.


## one
25
Properties=species:S:1:pos:R:3:mulliken_charge:R:1 method="wB97M-V/def2-TZVPD" lumo_energy_ev=0.8 multiplicity=1 orbital_gap_ev=9.495 homo_ev=-8.7
C -1.2049 1.4347 2.9494 -0.09
C 0.0904 2.1211 3.4749 -1.02
O -2.1440 1.2992 4.0141 -0.55
H -1.7093 1.9341 2.1497 0.27
H -0.8925 0.4590 2.5032 0.12
H -0.0931 2.5861 4.4441 0.36
H -2.0512 0.4485 4.4587 0.31
H 0.1456 2.9548 2.7621 0.25
H 0.9897 1.5799 3.6664 0.35
C -1.1839 0.9376 -1.9670 -1.25
C 0.7903 -2.1734 -3.0254 -0.78
C -0.1474 -1.1192 -2.8801 -0.48
C 1.5676 -2.3841 -1.8921 0.49
C -0.1873 -0.1920 -1.7803 0.46
C 1.3176 -1.6778 -0.7417 -0.37
C 0.4516 -0.6030 -0.6356 -0.02
O 2.7518 -3.1148 -1.9005 -0.57
H 0.6911 -2.7598 -3.9383 0.35
H -0.8490 -0.8571 -3.6522 0.29
H 3.4343 -2.7462 -2.4683 0.32
H 1.9279 -1.8878 0.1151 0.37
H -1.5492 0.9906 -2.9796 0.36
H -0.6126 1.8412 -1.8066 0.32
H 0.4788 -0.0875 0.3658 0.23
H -2.0125 1.0160 -1.2358 0.27


## two
25
Properties=species:S:1:pos:R:3:mulliken_charge:R:1 method="wB97M-V/def2-TZVPD" lumo_energy_ev=0.8 multiplicity=1 orbital_gap_ev=9.692 homo_ev=-8.9
C -1.8544 1.3923 1.1432 0.09
C -2.5311 0.0336 1.2745 -0.94
O -2.3494 2.0621 -0.0452 -0.59
H -2.0032 2.0737 1.9644 0.32
H -0.8004 1.2358 0.9004 -0.08
H -1.8182 -0.7252 1.5625 0.20
H -3.2966 2.1842 0.0083 0.30
H -2.7477 -0.3258 0.2636 0.30
H -3.4211 0.0782 1.8960 0.36
C 2.0125 0.2986 1.6379 -1.31
C 0.2318 -1.6014 -1.0896 -0.37
C 0.8791 -1.1279 -2.2093 0.25
C 0.6618 -1.2800 0.2133 -0.48
C 1.6811 -0.3433 0.3223 0.69
C 1.8367 -0.1098 -2.1089 -0.67
C 2.2823 0.1766 -0.8394 -0.41
O 0.2963 -1.4825 -3.4305 -0.57
H -0.5653 -2.3338 -1.1503 0.40
H 0.1463 -1.7490 1.0320 0.53
H 2.2470 0.1646 -3.0746 0.40
H -0.3788 -0.8528 -3.6469 0.32
H 2.1684 -0.4596 2.4140 0.34
H 1.2461 0.9891 2.0017 0.24
H 3.1685 0.7795 -0.6637 0.31
H 2.9082 0.9227 1.6244 0.37


## three
25
Properties=species:S:1:pos:R:3:mulliken_charge:R:1 method="wB97M-V/def2-TZVPD" lumo_energy_ev=0.9 multiplicity=1 orbital_gap_ev=9.215 homo_ev=-8.3
C 3.1962 0.0503 1.2946 -0.07
C 2.4733 1.2771 0.7869 -0.63
O 3.8317 -0.6226 0.1656 -0.55
H 3.9289 0.0731 1.9929 0.39
H 2.2872 -0.5149 1.5036 0.03
H 2.3718 2.0478 1.5202 0.29
H 4.1346 -0.0200 -0.5335 0.28
H 1.4440 0.9527 0.5583 -0.08
H 3.0005 1.7213 -0.1147 0.32
C -2.7666 0.6584 -2.7187 -1.35
C -1.5010 -1.1013 -1.3183 -0.80
C -2.1924 0.1113 -1.4507 0.54
C -0.8539 -1.4230 -0.0450 -0.51
C -0.7348 -0.4080 0.8750 0.86
C -1.9487 1.1059 -0.4369 -0.53
C -1.0859 0.8958 0.6333 -0.62
O -0.1615 -0.8133 2.0244 -0.55
H -1.2674 -1.7613 -2.0585 0.46
H -0.7572 -2.4902 0.0689 0.29
H -2.4774 1.6075 -2.7247 0.43
H -3.8250 0.8042 -2.5402 0.36
H -2.4258 2.0144 -0.4464 0.46
H 0.0609 -1.7558 2.0720 0.34
H -0.6632 1.7784 1.1880 0.36
H -2.6918 0.0316 -3.7263 0.27


## four
25
Properties=species:S:1:pos:R:3:mulliken_charge:R:1 method="wB97M-V/def2-TZVPD" lumo_energy_ev=0.6 multiplicity=1 orbital_gap_ev=10.606 homo_ev=-10.0
C 0.4019 2.5679 0.0987 0.34
C -0.2973 1.2997 -0.3051 -0.09
C 0.2152 0.9363 -1.6458 -0.78
C 0.2945 -0.7606 -1.9528 -0.92
C -0.1526 -1.2291 -0.5451 0.30
C 0.3558 -2.3288 0.3808 -0.92
C -0.1076 -1.7349 1.8862 -0.68
C -0.5636 -0.1846 1.7885 -0.97
C 0.1406 0.0662 0.4180 -0.19
H -0.9511 3.3750 -0.7597 0.39
H -1.3920 1.3117 -0.4553 0.42
H 1.2216 1.3447 -1.8757 0.35
H -0.4375 1.3644 -2.4256 0.38
H 1.2983 -1.0628 -2.1918 0.36
H -0.5227 -1.1162 -2.5753 0.33
H -1.2307 -1.1723 -0.4305 0.31
H 1.4295 -2.5184 0.4229 0.33
H -0.0049 -3.3278 0.2375 0.39
H -0.9732 -2.3016 2.2710 0.35
H 0.7093 -1.8569 2.5747 0.35
H -0.2805 0.7100 2.3631 0.38
H -1.6637 -0.0306 1.6578 0.31
H 1.2337 0.3759 0.7031 0.28
O -0.1342 3.6665 -0.4614 -0.46
O 1.4112 2.6065 0.8218 -0.57


It is two that is the most stable of them.